Entry 1:
{"formula": "C8H10N2O", "method": "wB97M-V/def2-TZVPD", "elements": ["C", "C", "C", "C", "C", "C", "C", "C", "N", "N", "O", "H", "H", "H", "H", "H", "H", "H", "H", "H", "H"], "positions_angstrom": [[3.555, -1.065, 0.051], [3.067, 1.021, -0.064], [2.204, -0.965, -0.030], [0.352, -1.711, -0.058], [0.527, 0.779, -0.270], [-0.423, -0.428, -0.044], [-1.074, -0.348, 1.346], [-1.501, -0.489, -1.130], [4.077, 0.193, 0.026], [1.890, 0.358, -0.095], [0.079, -2.855, -0.056], [4.176, -1.934, 0.122], [3.153, 2.088, -0.109], [0.396, 1.167, -1.287], [0.294, 1.587, 0.431], [-1.730, -1.201, 1.504], [-1.663, 0.563, 1.425], [-0.319, -0.344, 2.129], [-2.143, 0.387, -1.070], [-2.110, -1.380, -1.002], [-1.051, -0.524, -2.119]], "atomic_forces_ev_per_a": [[4.10, 1.60, 0.16], [0.43, 0.36, -0.05], [-8.79, -1.29, -0.37], [3.71, 3.40, -0.37], [-0.82, 0.13, -0.19], [0.39, -0.03, 0.27], [-0.15, 0.28, -0.05], [0.04, 0.14, 0.07], [1.75, -0.60, 0.16], [-0.01, -1.33, 0.23], [-0.64, -2.79, 0.05], [0.08, -0.17, 0.01], [0.05, 0.31, 0.00], [0.07, -0.05, 0.06], [0.03, -0.09, -0.08], [0.00, -0.08, 0.00], [-0.20, 0.17, 0.09], [0.09, 0.00, 0.04], [-0.16, 0.13, -0.01], [-0.04, -0.05, 0.05], [0.07, -0.02, -0.07]], "homo_ev": [-4.3, -8.9], "lumo_energy_ha": [0.0222, -0.1094], "energy_ha": -495.38300, "relative_energy_kcal_mol": 3.0, "s_squared": 2.017, "multiplicity": 3}



Entry 2:
{"formula": "C3H5BN2O2S", "method": "wB97M-V/def2-TZVPD", "elements": ["O", "B", "O", "N", "C", "C", "N", "C", "S", "H", "H", "H", "H", "H"], "positions_angstrom": [[0.838, 2.164, 0.032], [1.145, 0.837, -0.054], [2.387, 0.488, -0.070], [0.054, -0.101, -0.072], [0.348, -1.434, -0.034], [-0.822, -2.134, -0.067], [-1.820, -1.269, -0.081], [-1.293, -0.074, -0.066], [-2.212, 1.426, -0.097], [1.588, 2.807, 0.200], [2.962, 1.279, -0.006], [1.405, -1.661, 0.238], [-1.205, -3.213, -0.065], [-3.376, 0.885, 0.142]], "atomic_forces_ev_per_a": [[0.37, 1.89, 0.35], [-2.81, 2.58, 0.36], [4.06, -1.03, -0.01], [0.31, -0.50, 0.19], [2.50, -2.16, 0.61], [0.45, -2.71, 0.27], [-2.15, 2.28, -0.17], [-1.75, 0.75, -0.31], [1.00, 0.76, -0.15], [-1.52, -1.33, -0.42], [-0.26, -1.04, -0.13], [-1.18, -0.36, -0.77], [1.69, 1.53, 0.07], [-0.70, -0.67, 0.11]], "homo_ev": -8.0, "smiles": "OB(O)n1ccnc1S", "lumo_energy_ha": -0.0036, "energy_ha": -800.46084, "relative_energy_kcal_mol": 0.0}



Entry 3:
{"formula": "C4H6N2O", "method": "wB97M-V/def2-TZVPD", "elements": ["C", "N", "N", "C", "C", "O", "C", "H", "H", "H", "H", "H", "H"], "positions_angstrom": [[-0.757, -0.490, 1.508], [-0.193, 0.695, 1.369], [0.816, 0.908, 0.413], [0.614, 0.594, -0.946], [-0.609, -0.405, -0.901], [-0.576, -1.741, -0.993], [-0.137, -1.169, 0.264], [-1.545, -0.777, 2.142], [0.959, 1.960, 0.535], [0.430, 1.466, -1.653], [1.606, 0.087, -1.276], [-1.650, 0.177, -0.749], [1.041, -1.306, 0.287]], "atomic_forces_ev_per_a": [[3.50, 1.57, -4.52], [-1.17, -1.09, 2.87], [-0.51, 4.31, 3.09], [0.19, -1.67, -4.46], [0.39, 4.60, 0.87], [-0.78, -2.26, 0.18], [0.94, -1.99, 0.45], [-0.59, 0.08, 0.95], [0.09, -2.06, -0.30], [0.17, -0.76, 1.14], [-1.81, 0.57, -0.04], [2.27, -1.65, -0.71], [-2.70, 0.35, 0.49]], "homo_ev": -8.8, "smiles": "C1=NNC[C@H]2O[C@H]12", "lumo_energy_ha": 0.0379, "energy_ha": -340.54898, "relative_energy_kcal_mol": 154.3}



Entry 4:
{"formula": "C21H28F5O2Pb", "method": "wB97M-V/def2-TZVPD", "elements": ["O", "C", "C", "H", "H", "C", "H", "H", "C", "H", "H", "H", "C", "H", "H", "H", "Pb", "C", "C", "C", "H", "C", "C", "H", "H", "H", "H", "C", "C", "C", "H", "C", "C", "H", "H", "H", "H", "O", "C", "C", "H", "H", "C", "H", "H", "C", "H", "H", "H", "H", "F", "C", "F", "C", "F", "F", "F"], "positions_angstrom": [[-1.015, -2.080, -4.213], [0.019, -2.943, -4.799], [-0.567, -2.955, -6.188], [0.011, -3.939, -4.340], [0.991, -2.439, -4.760], [-1.648, -2.073, -5.526], [-0.910, -3.946, -6.512], [0.055, -2.431, -6.924], [-3.011, -2.732, -5.517], [-2.993, -3.769, -5.165], [-3.414, -2.747, -6.544], [-3.719, -2.146, -4.921], [-1.712, -0.672, -6.085], [-0.727, -0.197, -6.144], [-2.393, -0.055, -5.487], [-2.128, -0.703, -7.105], [0.552, 1.198, 2.928], [1.452, 3.845, 3.028], [2.461, 2.896, 3.412], [2.813, 2.120, 2.257], [2.863, 2.810, 4.411], [2.051, 2.622, 1.156], [1.211, 3.663, 1.634], [0.517, 4.226, 1.040], [0.970, 4.540, 3.693], [3.616, 1.387, 2.182], [2.213, 2.367, 0.109], [-1.331, 2.104, 4.602], [-1.741, 2.798, 3.422], [-2.140, 1.808, 2.460], [-1.721, 3.860, 3.271], [-1.941, 0.524, 3.019], [-1.430, 0.698, 4.349], [-1.343, -0.093, 5.109], [-0.987, 2.585, 5.513], [-2.475, 2.014, 1.457], [-2.252, -0.421, 2.557], [0.245, -0.096, 0.876], [-0.426, 0.407, -0.361], [0.306, -0.338, -1.492], [-0.358, 1.510, -0.422], [-1.481, 0.133, -0.218], [0.881, -1.613, -0.801], [1.151, 0.307, -1.759], [-0.350, -0.569, -2.348], [1.293, -1.129, 0.586], [1.733, -2.113, -1.300], [0.054, -2.291, -0.580], [2.287, -0.652, 0.583], [1.219, -1.893, 1.382], [2.742, -0.873, 3.282], [1.629, -0.504, 4.044], [0.623, -1.485, 3.860], [1.969, -0.215, 5.477], [2.280, -1.352, 6.149], [3.036, 0.634, 5.482], [0.971, 0.411, 6.181]], "atomic_forces_ev_per_a": [[0.48, -0.94, -1.25], [0.57, -0.02, 1.01], [-0.23, 0.29, 0.18], [0.32, 0.36, 0.23], [-0.02, -0.35, 0.38], [-0.63, 0.20, -0.66], [0.13, 0.44, -0.17], [-0.33, -0.34, 0.01], [-0.57, 0.16, -0.27], [0.14, 0.25, 0.12], [0.20, -0.01, 0.25], [0.12, -0.17, 0.10], [-0.43, 0.28, -0.35], [-0.15, -0.12, 0.19], [0.24, -0.01, 0.01], [0.14, -0.02, 0.23], [-0.30, 1.14, -0.58], [1.25, -0.94, -1.05], [-0.09, 0.89, -0.83], [0.81, 1.44, -0.34], [0.04, -0.15, -0.09], [0.70, 0.95, 0.40], [1.09, 0.06, 0.55], [-0.27, 0.09, -0.14], [-0.16, 0.04, 0.04], [-0.34, 0.15, 0.16], [-0.26, -0.18, 0.27], [-0.74, 0.03, -0.73], [-0.67, -1.78, 0.16], [-0.07, 0.59, 1.15], [0.06, 0.20, -0.06], [-1.26, 0.19, 0.78], [-1.82, -0.01, 0.64], [0.19, 0.48, -0.60], [0.04, -0.23, -0.14], [-0.02, 0.03, -0.15], [0.42, 0.41, 0.24], [0.59, -1.14, -1.65], [0.62, -1.09, 1.13], [0.25, -0.14, 0.48], [0.23, -0.57, 0.21], [0.23, 0.02, -0.32], [-0.20, 0.30, 0.52], [-0.14, -0.17, -0.43], [0.46, 0.17, 0.26], [-1.14, 1.31, -0.40], [-0.66, 0.20, -0.07], [0.07, -0.36, -0.60], [-0.34, -0.07, 0.19], [0.09, 0.49, -0.44], [-0.20, -0.67, 1.02], [-0.53, 0.50, -0.38], [1.23, -0.33, 0.79], [0.14, -0.52, -0.61], [0.32, 0.29, 0.85], [-0.49, -0.85, 0.44], [0.88, -0.78, -0.69]], "homo_ev": -3.0, "charge": -1, "lumo_energy_ha": 0.0762, "energy_ha": -1659.51860, "relative_energy_kcal_mol": 0.0}



Entry 5:
{"formula": "C4H10O", "method": "wB97M-V/def2-TZVPD", "elements": ["C", "C", "C", "C", "O", "H", "H", "H", "H", "H", "H", "H", "H", "H", "H"], "positions_angstrom": [[-2.254, 0.054, -0.173], [-0.863, 0.643, 0.119], [0.243, -0.412, 0.200], [2.109, 0.256, -0.069], [2.939, -0.787, -0.409], [-2.258, -0.496, -1.121], [-2.581, -0.639, 0.612], [-3.013, 0.843, -0.249], [-0.616, 1.356, -0.676], [-0.927, 1.232, 1.046], [0.291, -1.069, -0.651], [0.133, -1.022, 1.121], [1.899, 0.856, -0.946], [1.491, 0.297, 0.829], [3.407, -1.112, 0.367]], "atomic_forces_ev_per_a": [[0.02, -0.06, -0.02], [0.23, 0.05, -0.12], [-0.09, -0.36, -0.73], [-2.03, -0.77, -0.34], [-0.25, -0.14, 0.34], [0.04, 0.06, 0.13], [0.13, 0.10, -0.09], [0.20, -0.10, 0.04], [-0.03, -0.02, 0.04], [0.17, -0.19, -0.17], [-0.39, -0.34, -0.31], [0.46, 0.31, -0.39], [-0.09, 0.27, 0.39], [1.67, 1.08, 1.22], [-0.05, 0.11, 0.01]], "homo_ev": -7.8, "lumo_energy_ha": 0.0376, "energy_ha": -233.51108, "relative_energy_kcal_mol": 84.0}



Entry 6:
{"formula": "C28H32BrN3O4PdSSi", "method": "wB97M-V/def2-TZVPD", "elements": ["Pd", "O", "C", "C", "C", "C", "N", "C", "C", "C", "C", "C", "C", "O", "C", "C", "N", "H", "H", "H", "H", "H", "H", "H", "H", "H", "H", "H", "H", "Br", "C", "C", "C", "C", "C", "N", "C", "O", "O", "H", "H", "H", "C", "S", "C", "H", "H", "H", "H", "H", "H", "C", "Si", "C", "C", "C", "C", "C", "C", "C", "H", "H", "H", "H", "H", "H", "H", "H", "H", "H", "H"], "positions_angstrom": [[0.185, -0.692, -0.249], [-1.482, 4.285, 4.137], [-1.079, 4.647, 2.841], [-0.693, 3.403, 2.095], [-0.364, 3.450, 0.744], [-0.040, 2.289, 0.088], [0.006, 1.097, 0.704], [-0.320, 1.031, 2.014], [-0.670, 2.167, 2.722], [-0.341, -0.301, 2.668], [-0.020, -0.458, 4.001], [-0.001, -1.738, 4.551], [0.383, -1.912, 6.002], [-0.399, -1.082, 6.836], [-0.337, -2.801, 3.728], [-0.641, -2.558, 2.398], [-0.645, -1.338, 1.867], [-1.640, 5.075, 4.663], [-0.213, 5.320, 2.851], [-1.879, 5.150, 2.285], [-0.372, 4.381, 0.192], [0.184, 2.306, -0.967], [-0.947, 2.089, 3.762], [0.226, 0.396, 4.618], [1.416, -1.583, 6.130], [0.336, -2.964, 6.289], [-1.244, -1.507, 7.018], [-0.353, -3.814, 4.108], [-0.906, -3.372, 1.732], [-1.962, -2.841, -2.160], [-0.235, -3.387, -1.725], [0.232, -4.601, -2.211], [1.485, -5.045, -1.836], [2.239, -4.276, -0.959], [1.713, -3.085, -0.527], [0.499, -2.627, -0.904], [2.478, -2.184, 0.395], [3.529, -2.446, 0.894], [1.875, -1.012, 0.650], [-0.401, -5.186, -2.863], [1.863, -5.986, -2.213], [3.219, -4.571, -0.608], [-3.299, 1.319, -2.479], [-2.322, 0.561, -1.167], [-3.557, 0.124, 0.069], [-3.722, 2.256, -2.123], [-4.089, 0.643, -2.801], [-2.626, 1.514, -3.309], [-4.349, -0.480, -0.371], [-3.987, 1.015, 0.523], [-3.052, -0.462, 0.836], [2.888, 1.396, -0.903], [1.825, 0.239, -1.882], [2.829, -1.142, -2.595], [0.759, 1.011, -3.173], [1.051, 2.327, -3.558], [0.418, 2.900, -4.652], [-0.519, 2.171, -5.370], [-0.827, 0.867, -4.995], [-0.195, 0.295, -3.904], [3.816, 1.517, -1.472], [3.153, 0.970, 0.063], [2.460, 2.383, -0.742], [3.462, -0.621, -3.324], [2.243, -1.881, -3.143], [3.493, -1.642, -1.892], [1.791, 2.908, -3.019], [0.663, 3.910, -4.950], [-1.005, 2.615, -6.228], [-1.551, 0.298, -5.565], [-0.437, -0.727, -3.634]], "atomic_forces_ev_per_a": [[-0.67, 0.19, -0.08], [0.01, 0.01, 0.00], [0.02, -0.02, 0.01], [-0.01, -0.01, 0.03], [0.05, 0.01, -0.04], [0.12, 0.01, 0.03], [-0.15, 0.05, 0.19], [0.02, -0.13, 0.03], [0.05, 0.04, 0.03], [0.12, -0.02, -0.16], [-0.11, 0.01, 0.02], [0.00, 0.01, -0.01], [-0.02, 0.04, 0.02], [0.01, 0.02, -0.02], [0.07, -0.05, 0.01], [-0.14, 0.03, -0.06], [-0.10, -0.01, 0.15], [-0.01, 0.00, 0.00], [0.00, 0.00, 0.00], [-0.01, 0.01, 0.01], [-0.02, 0.00, 0.00], [-0.05, -0.03, -0.04], [-0.03, 0.01, -0.01], [0.04, -0.02, 0.00], [0.02, -0.04, -0.01], [-0.05, 0.00, 0.00], [0.01, 0.00, 0.02], [0.01, 0.00, -0.01], [0.01, -0.01, 0.01], [-0.09, -0.01, -0.05], [0.12, -0.05, 0.23], [-0.06, -0.04, -0.01], [0.00, -0.03, 0.00], [-0.01, -0.02, 0.10], [-0.06, 0.07, 0.11], [0.20, 0.02, -0.53], [-0.13, 0.40, 0.38], [0.02, -0.26, -0.17], [0.12, -0.03, -0.29], [0.01, 0.02, -0.02], [0.00, 0.00, 0.00], [0.00, 0.01, 0.00], [-0.03, -0.30, -0.18], [0.39, 0.07, 0.56], [-0.11, -0.08, -0.03], [0.02, -0.02, 0.09], [0.00, 0.01, -0.02], [-0.01, 0.04, 0.00], [0.03, -0.02, -0.01], [0.02, 0.03, -0.05], [0.02, 0.01, -0.01], [0.00, 0.04, -0.05], [0.48, 0.07, -0.10], [-0.13, -0.11, 0.04], [-0.16, 0.13, 0.04], [-0.04, 0.01, 0.05], [-0.03, 0.01, 0.01], [0.01, -0.01, 0.00], [0.04, 0.01, -0.04], [0.13, -0.14, -0.05], [-0.01, 0.03, -0.01], [0.00, -0.04, -0.01], [0.03, 0.03, -0.02], [-0.01, -0.03, -0.03], [0.01, 0.02, -0.03], [0.04, 0.06, -0.01], [0.00, -0.01, 0.00], [0.01, 0.00, 0.00], [0.00, 0.00, 0.00], [0.00, -0.01, 0.01], [0.00, 0.01, -0.01]], "homo_ev": -14.2, "charge": 2, "lumo_energy_ha": -0.2814, "energy_ha": -4940.48914, "relative_energy_kcal_mol": 7.3}